# C34H36BBrFN5O13Si

6 unconnected molecules or ions with the total composition C34H36BBrFN5O13Si (ωB97M-V/def2-TZVPD, OMol25).

The value obtained for the energy is -5557.06736 Ha. The maximum force comes out at 1.007 eV/Å. The value obtained for the gap between HOMO and LUMO is 8.70 eV. For the LUMO energy, the calculation gives -0.7 eV. The HOMO energy comes out at -9.38 eV.

The geometry in ORCA input format:
```
! wB97M-V def2-TZVPD RIJCOSX def2/J DEFGRID3
* xyz 0 1
C 2.61 -0.93 0.82
O 3.02 0.03 1.80
B 2.44 1.26 1.70
O 3.11 2.27 1.04
Si 0.69 1.78 2.51
O 1.06 2.89 3.70
F 0.05 0.52 3.26
C -0.51 2.63 1.34
C -1.48 1.74 0.57
C -2.31 0.81 1.42
Br -0.54 0.75 -0.84
H 2.76 -1.94 1.18
H 3.19 -0.85 -0.09
H 1.56 -0.82 0.60
H 3.35 2.00 0.14
H 0.34 2.94 4.36
H 0.10 3.15 0.61
H -1.04 3.41 1.88
H -2.15 2.38 0.03
H -2.59 1.30 2.33
H -3.17 0.48 0.85
H -1.74 -0.08 1.64
O 7.70 4.14 7.95
N 6.50 3.96 7.97
O 5.82 3.94 8.98
C 5.82 3.75 6.68
C 6.57 3.73 5.52
C 5.93 3.51 4.32
C 4.55 3.31 4.28
C 3.81 3.34 5.46
C 4.45 3.56 6.67
H 7.64 3.88 5.56
H 6.50 3.49 3.40
H 4.05 3.14 3.34
H 2.75 3.19 5.42
H 3.88 3.58 7.59
O -5.06 1.18 -0.66
N -5.84 0.26 -0.47
O -6.56 0.16 0.51
C -5.92 -0.79 -1.49
C -5.08 -0.72 -2.59
C -5.14 -1.72 -3.54
C -6.03 -2.77 -3.39
C -6.87 -2.82 -2.28
C -6.82 -1.82 -1.32
H -4.38 0.10 -2.70
H -4.48 -1.68 -4.40
H -6.08 -3.55 -4.13
H -7.57 -3.64 -2.17
H -7.47 -1.86 -0.46
O 3.17 -2.31 -1.89
N 3.77 -2.29 -2.95
O 3.25 -2.29 -4.05
C 5.24 -2.24 -2.89
C 5.86 -2.27 -1.65
C 7.24 -2.24 -1.60
C 7.99 -2.19 -2.77
C 7.35 -2.16 -4.00
C 5.96 -2.19 -4.07
H 5.28 -2.30 -0.74
H 7.74 -2.26 -0.64
H 9.07 -2.18 -2.72
H 7.92 -2.12 -4.91
H 5.46 -2.17 -5.02
O -0.96 -2.70 1.52
N -2.12 -2.75 1.89
O -3.07 -2.40 1.22
C -2.38 -3.25 3.25
C -1.31 -3.62 4.04
C -1.56 -4.07 5.33
C -2.86 -4.16 5.80
C -3.92 -3.79 4.98
C -3.68 -3.34 3.69
H -0.30 -3.54 3.67
H -0.73 -4.35 5.97
H -3.05 -4.50 6.80
H -4.94 -3.86 5.34
H -4.50 -3.05 3.05
O -6.16 0.57 -5.87
N -5.57 0.43 -6.92
O -5.89 -0.35 -7.80
C -4.37 1.25 -7.14
C -3.96 2.11 -6.14
C -2.82 2.87 -6.33
C -2.11 2.77 -7.52
C -2.54 1.90 -8.52
C -3.68 1.14 -8.33
H -4.52 2.19 -5.22
H -2.48 3.55 -5.56
H -1.22 3.36 -7.67
H -1.99 1.82 -9.44
H -4.02 0.46 -9.10
*
```



# C34H29Cl3MgN9O3SSe

A molecular structure, C34H29Cl3MgN9O3SSe (ωB97M-V/def2-TZVPD, OMol25).

The value obtained for the energy is -6411.86689 Ha. The value obtained for the relative energy (zero: lowest compared OMol25 entry of this formula, charge and spin) is 0.0 kcal/mol. The maximum force comes out at 0.912 eV/Å. The value obtained for the gap between HOMO and LUMO is 6.06 eV. For the LUMO energy, the calculation gives -3.4 eV. The HOMO energy comes out at -9.42 eV.

The geometry in ORCA input format:
```
! wB97M-V def2-TZVPD RIJCOSX def2/J DEFGRID3
* xyz 1 1
Mg 0.53 0.05 1.05
O -3.85 -3.83 6.69
C -3.61 -3.80 5.37
O -4.08 -4.63 4.65
C -2.73 -2.70 4.86
C -2.92 -2.28 3.55
C -2.09 -1.32 2.99
C -1.07 -0.78 3.76
C -0.87 -1.18 5.06
C -1.70 -2.14 5.62
N -0.19 0.14 3.11
C 0.17 1.19 3.74
C 1.10 2.15 3.10
C 1.47 3.31 3.75
C 2.33 4.18 3.09
C 2.76 3.87 1.82
C 2.32 2.69 1.24
N 1.51 1.84 1.86
H -3.49 -3.05 7.13
H -3.71 -2.73 2.96
H -2.24 -0.98 1.98
H -0.04 -0.79 5.64
H -1.51 -2.48 6.63
H -0.21 1.42 4.73
H 1.10 3.52 4.74
H 2.64 5.10 3.57
H 3.42 4.53 1.27
H 2.62 2.42 0.23
Cl -5.43 4.34 -1.46
C -4.12 3.34 -0.90
C -4.29 1.97 -0.77
C -3.24 1.20 -0.32
Cl -3.55 -0.52 -0.17
C -1.98 1.72 0.04
O -1.01 1.01 0.48
C -1.88 3.11 -0.11
Cl -0.36 3.88 0.27
C -2.91 3.92 -0.57
H -5.24 1.51 -1.02
H -2.76 4.98 -0.66
C -1.14 3.24 -6.80
C -0.50 2.04 -6.19
C -0.25 0.86 -6.83
C 0.31 -0.19 -6.07
N 0.59 -0.10 -4.78
C 0.35 1.07 -4.14
S 0.57 1.32 -2.49
N -0.17 2.11 -4.88
C 0.58 -1.51 -6.73
H -1.17 3.14 -7.88
H -0.60 4.15 -6.54
H -2.16 3.34 -6.43
H -0.49 0.74 -7.87
H -0.33 2.96 -4.36
H 1.01 -1.37 -7.72
H -0.36 -2.05 -6.85
H 1.24 -2.11 -6.11
C 5.56 -0.85 -1.47
N 4.57 -0.76 -0.41
C 4.78 -1.01 0.93
C 3.58 -0.81 1.54
N 2.63 -0.46 0.60
C 3.27 -0.44 -0.56
H 6.37 -0.15 -1.29
H 5.08 -0.60 -2.42
H 5.95 -1.86 -1.53
H 5.74 -1.29 1.31
H 3.33 -0.92 2.58
H 2.82 -0.20 -1.51
Se -0.48 -1.67 -2.13
N -0.87 -3.34 -1.73
C -0.48 -3.54 -0.48
C -0.62 -4.74 0.28
C -0.18 -4.72 1.56
C 0.38 -3.52 2.12
N 0.53 -2.40 1.48
C 0.11 -2.42 0.18
N 0.23 -1.32 -0.56
H -1.06 -5.62 -0.15
H -0.27 -5.59 2.19
H 0.69 -3.53 3.16
*
```



# C3H14N2O2

3 unconnected molecules or ions with the total composition C3H14N2O2 (ωB97M-V/def2-TZVPD, OMol25).

The value obtained for the energy is -382.66139 Ha. The value obtained for the relative energy (zero: lowest compared OMol25 entry of this formula, charge and spin) is 24.1 kcal/mol. The maximum force comes out at 1.214 eV/Å. The value obtained for the gap between HOMO and LUMO is 9.21 eV. For the LUMO energy, the calculation gives 0.6 eV. The HOMO energy comes out at -8.63 eV.

The geometry in ORCA input format:
```
! wB97M-V def2-TZVPD RIJCOSX def2/J DEFGRID3
* xyz 0 1
C 0.52 -1.88 0.37
C -0.34 -0.85 -0.32
N 0.18 0.51 -0.26
C -0.83 1.53 -0.57
N -0.52 2.83 -0.03
H 0.22 -2.03 1.41
H 0.52 -2.85 -0.12
H 1.54 -1.50 0.52
H -1.39 -0.93 0.03
H -0.41 -1.04 -1.39
H 0.64 0.76 0.61
H -0.97 1.56 -1.65
H -1.79 1.27 -0.09
H 0.41 3.12 -0.34
H -0.43 2.80 0.98
O -0.17 0.32 3.23
H -0.52 -0.12 4.03
H 0.70 -0.07 3.24
O 1.01 -1.50 -3.20
H 0.29 -1.20 -3.76
H 1.35 -0.74 -2.71
*
```



# C4H12NO

2 unconnected molecules or ions with the total composition C4H12NO (ωB97M-V/def2-TZVPD, OMol25).

The value obtained for the energy is -289.09716 Ha. The value obtained for the relative energy (zero: lowest compared OMol25 entry of this formula, charge and spin) is 174.3 kcal/mol. The maximum force comes out at 2.645 eV/Å. The value obtained for the gap between HOMO and LUMO is 5.92 eV. For the LUMO energy, the calculation gives -9.2 eV. The HOMO energy comes out at -15.07 eV.

The geometry in ORCA input format:
```
! wB97M-V def2-TZVPD RIJCOSX def2/J DEFGRID3
* xyz 1 1
C 0.41 -1.25 -0.40
C -1.13 -0.90 -0.23
C -1.47 0.58 -0.29
C -1.13 1.38 1.03
O 0.13 1.07 1.29
N 1.33 -0.18 -0.48
H 0.56 -1.89 -1.26
H 3.56 -0.33 0.12
H -1.46 -1.26 0.74
H -1.72 -1.36 -1.02
H -0.84 1.01 -1.06
H -2.50 0.85 -0.51
H -1.88 1.02 1.76
H -1.30 2.46 0.96
H 0.60 -1.77 0.54
H 1.51 0.23 -1.40
H 1.06 0.48 0.33
H 4.24 -0.12 -0.11
*
```



# C33H32As2Sn

A molecular structure, C33H32As2Sn (ωB97M-V/def2-TZVPD, OMol25).

The value obtained for the energy is -5961.95147 Ha. The maximum force comes out at 0.534 eV/Å. The value obtained for the gap between HOMO and LUMO is 6.44 eV. For the LUMO energy, the calculation gives -7.2 eV. The HOMO energy comes out at -13.64 eV.

The geometry in ORCA input format:
```
! wB97M-V def2-TZVPD RIJCOSX def2/J DEFGRID3
* xyz 2 1
Sn -0.52 -0.45 -2.27
C 3.41 -1.71 -2.48
C 2.01 -2.07 -2.85
C 1.22 -2.86 -2.00
C -0.02 -3.34 -2.40
C -0.52 -3.01 -3.66
C 0.21 -2.17 -4.49
C 1.47 -1.70 -4.09
H 4.08 -2.50 -2.81
H 3.53 -1.61 -1.40
H 3.73 -0.78 -2.96
H 1.63 -3.15 -1.04
H -0.58 -3.99 -1.74
H -1.48 -3.40 -3.99
H -0.18 -1.90 -5.46
H 2.04 -1.08 -4.76
C -0.23 -1.54 1.38
C 0.22 -0.10 1.58
As 2.14 0.09 1.17
C 2.02 1.04 -0.56
C 0.89 1.65 -1.12
C 0.97 2.44 -2.29
C 2.19 2.60 -2.92
C 3.32 2.01 -2.38
C 3.24 1.24 -1.23
C 2.56 1.64 2.26
C 1.91 2.87 2.12
C 2.21 3.91 2.98
C 3.15 3.73 3.99
C 3.80 2.51 4.13
C 3.51 1.47 3.26
As -2.11 -2.09 1.04
C -2.59 -0.88 -0.47
C -3.11 -1.55 -1.59
C -3.42 -0.89 -2.77
C -3.20 0.49 -2.87
C -2.74 1.19 -1.76
C -2.45 0.52 -0.57
C -3.07 -1.35 2.55
C -3.61 -2.30 3.41
C -4.30 -1.90 4.55
C -4.46 -0.56 4.82
C -3.93 0.40 3.97
C -3.24 0.01 2.83
H 0.03 -2.13 2.27
H 0.32 -2.02 0.57
H 0.07 0.23 2.61
H -0.33 0.62 0.97
H -0.03 1.67 -0.55
H 0.08 2.93 -2.67
H 2.26 3.22 -3.81
H 4.28 2.16 -2.85
H 4.14 0.80 -0.82
H 1.19 3.03 1.33
H 1.71 4.86 2.87
H 3.38 4.54 4.67
H 4.54 2.38 4.91
H 4.02 0.52 3.37
H -3.26 -2.63 -1.54
H -3.83 -1.43 -3.62
H -3.42 1.01 -3.80
H -2.61 2.27 -1.81
H -2.14 1.10 0.28
H -3.50 -3.36 3.19
H -4.71 -2.65 5.21
H -5.00 -0.25 5.71
H -4.06 1.45 4.18
H -2.83 0.77 2.18
*
```



# C4H12N2O

C4H12N2O in the gas phase (ωB97M-V/def2-TZVPD, OMol25).

The value obtained for the energy is -344.33038 Ha. The value obtained for the relative energy (zero: lowest compared OMol25 entry of this formula, charge and spin) is 34.3 kcal/mol. The maximum force comes out at 1.648 eV/Å. The value obtained for the gap between HOMO and LUMO is 9.52 eV. For the LUMO energy, the calculation gives 0.9 eV. The HOMO energy comes out at -8.58 eV.

The geometry in ORCA input format:
```
! wB97M-V def2-TZVPD RIJCOSX def2/J DEFGRID3
* xyz 0 1
N -0.30 1.28 -1.29
C 0.02 1.72 0.06
C -0.77 0.91 1.11
N -0.75 -0.52 0.97
C 0.56 -1.20 0.81
C 0.55 -2.08 -0.42
O 0.78 -1.33 -1.60
H 0.44 1.53 -1.94
H -1.12 1.76 -1.63
H -0.16 2.77 0.28
H 1.08 1.56 0.24
H -0.46 1.27 2.08
H -1.80 1.22 0.98
H -1.36 -0.82 0.24
H 1.31 -0.42 0.69
H 0.76 -1.76 1.73
H -0.41 -2.61 -0.49
H 1.40 -2.74 -0.30
H 0.21 -0.54 -1.53
*
```



# C28H35N5P2Re

A molecular structure, C28H35N5P2Re (ωB97M-V/def2-TZVPD, OMol25).

The value obtained for the energy is -2121.64052 Ha. The value obtained for the relative energy (zero: lowest compared OMol25 entry of this formula, charge and spin) is 127.1 kcal/mol. The maximum force comes out at 5.499 eV/Å. Its expectation value of S² is 3.796. The value obtained for the gap between HOMO and LUMO (spin up / spin down) is 5.02 / 2.89 eV. For the LUMO energy (spin up / spin down), the calculation gives -8.2 / -10.3 eV. The HOMO energy (spin up / spin down) comes out at -13.24 / -13.23 eV.

The geometry in ORCA input format:
```
! wB97M-V def2-TZVPD RIJCOSX def2/J DEFGRID3
* xyz 2 4
Re -0.38 -1.89 0.36
C -0.69 0.70 4.40
C -1.37 0.90 3.27
C -1.42 2.11 2.40
C -0.17 2.85 1.89
C 1.15 2.20 1.83
C 1.94 1.80 2.81
C 1.68 1.90 4.26
C 0.31 1.65 4.96
C 0.98 -1.47 1.96
H -0.94 -0.16 5.05
H -1.96 0.04 2.87
H -2.03 2.89 2.88
H -2.03 1.75 1.55
H -0.41 3.11 0.85
H -0.13 3.77 2.48
H 1.53 2.06 0.82
H 2.86 1.28 2.55
H 1.94 2.89 4.61
H 2.39 1.21 4.74
H 0.56 1.20 5.94
H -0.22 2.61 5.12
H 0.59 -0.80 2.75
H 2.05 -1.14 1.84
H 1.03 -2.47 2.42
P 1.44 -1.02 -0.51
P -1.86 -0.26 -0.19
N 2.94 -0.07 -0.70
N 2.12 -2.45 -1.42
N -1.94 1.42 -1.48
N -3.62 -0.69 -0.76
C 0.35 -0.44 -1.88
C -0.96 -1.17 -1.59
C 4.11 -0.01 0.09
C 5.06 0.77 -0.58
C 4.46 1.20 -1.81
C 3.17 0.71 -1.84
C 2.39 -3.73 -0.96
C 2.84 -4.49 -2.04
C 2.79 -3.64 -3.19
C 2.36 -2.39 -2.77
C -2.49 2.67 -1.23
C -2.40 3.47 -2.40
C -1.86 2.65 -3.41
C -1.60 1.42 -2.83
C -4.69 -0.06 -1.40
C -5.49 -1.03 -2.02
C -4.89 -2.29 -1.76
C -3.79 -2.06 -0.96
H 0.63 -0.59 -2.93
H 0.35 0.64 -1.70
H -1.70 -1.06 -2.38
H -0.97 -2.35 -1.55
H 4.14 -0.47 1.08
H 6.07 1.00 -0.27
H 4.92 1.79 -2.60
H 2.36 0.90 -2.52
H 2.19 -3.98 0.08
H 3.17 -5.52 -2.02
H 3.04 -3.83 -4.23
H 2.15 -1.49 -3.33
H -2.95 2.90 -0.28
H -2.67 4.52 -2.47
H -1.68 2.83 -4.46
H -1.10 0.60 -3.34
H -4.83 1.02 -1.36
H -6.35 -0.83 -2.64
H -5.20 -3.28 -2.10
H -3.10 -2.79 -0.57
N -2.54 -4.10 1.47
C -1.64 -3.40 1.14
*
```



# CH4FNP2

CH4FNP2 in the gas phase (ωB97M-V/def2-TZVPD, OMol25).

The value obtained for the energy is -877.79273 Ha. The value obtained for the relative energy (zero: lowest compared OMol25 entry of this formula, charge and spin) is 24.1 kcal/mol. The maximum force comes out at 4.852 eV/Å. The value obtained for the gap between HOMO and LUMO is 8.39 eV. For the LUMO energy, the calculation gives -1.1 eV. The HOMO energy comes out at -9.44 eV.

The geometry in ORCA input format:
```
! wB97M-V def2-TZVPD RIJCOSX def2/J DEFGRID3
* xyz 0 1
H 3.07 -0.69 1.13
P 2.41 -0.90 0.01
N 1.25 0.12 0.24
P 0.14 0.92 -0.75
C -1.39 -0.26 -0.41
F -0.36 1.94 0.66
H -2.16 0.19 -1.04
H -1.69 -0.04 0.58
H -1.27 -1.28 -0.44
*
```



# C6H10NO2

A gas-phase ion, C6H10NO2 (charge +1) (ωB97M-V/def2-TZVPD, OMol25).

The value obtained for the energy is -439.54181 Ha. The value obtained for the relative energy (zero: lowest compared OMol25 entry of this formula, charge and spin) is 13.9 kcal/mol. The maximum force comes out at 4.580 eV/Å. The value obtained for the gap between HOMO and LUMO is 8.08 eV. For the LUMO energy, the calculation gives -3.6 eV. The HOMO energy comes out at -11.65 eV.

The geometry in ORCA input format:
```
! wB97M-V def2-TZVPD RIJCOSX def2/J DEFGRID3
* xyz 1 1
C 3.15 0.37 0.06
N 1.86 -0.15 0.56
C 1.02 -0.66 -0.52
O -0.31 -1.28 0.26
C -1.41 -0.53 0.10
C -2.70 -0.89 -0.16
C -3.44 0.32 -0.13
C -2.55 1.31 0.12
O -1.30 0.81 0.28
H 3.69 -0.41 -0.46
H 2.97 1.19 -0.64
H 3.76 0.74 0.88
H 2.01 -0.92 1.23
H 1.34 0.59 1.06
H 1.45 -1.53 -1.02
H 0.66 0.11 -1.19
H -3.06 -1.88 -0.32
H -4.49 0.42 -0.28
H -2.65 2.38 0.19
*
```



# C28H19BiCl5N3O7S3

A molecular structure, C28H19BiCl5N3O7S3 (ωB97M-V/def2-TZVPD, OMol25).

The value obtained for the energy is -5479.59063 Ha. The value obtained for the relative energy (zero: lowest compared OMol25 entry of this formula, charge and spin) is 24.3 kcal/mol. The maximum force comes out at 1.374 eV/Å. The value obtained for the gap between HOMO and LUMO is 6.44 eV. For the LUMO energy, the calculation gives 4.0 eV. The HOMO energy comes out at -2.48 eV.

The geometry in ORCA input format:
```
! wB97M-V def2-TZVPD RIJCOSX def2/J DEFGRID3
* xyz -2 1
Bi -0.03 0.12 0.25
C -3.70 1.95 4.67
S -3.78 0.37 3.76
C -2.32 0.52 2.76
S -1.54 -0.93 2.37
N -2.05 1.74 2.43
N -0.91 1.99 1.79
C -0.73 3.11 1.18
C 0.52 3.34 0.52
C 0.76 4.53 -0.18
C 1.97 4.69 -0.83
C 2.93 3.70 -0.72
C 2.60 2.55 -0.02
N 1.45 2.38 0.61
H -4.72 2.27 4.89
H -3.15 1.78 5.59
H -3.19 2.65 4.02
H -1.53 3.85 1.07
H -0.02 5.27 -0.26
H 2.17 5.58 -1.42
H 3.89 3.78 -1.20
H 3.31 1.74 0.08
Cl 3.08 -0.99 -1.62
C 3.31 -0.93 0.08
C 2.27 -0.57 0.93
C 2.57 -0.45 2.28
Cl 1.38 0.14 3.36
C 3.83 -0.75 2.80
Cl 4.15 -0.65 4.48
C 4.85 -1.13 1.94
Cl 6.41 -1.52 2.55
C 4.60 -1.19 0.57
Cl 5.87 -1.60 -0.50
O 1.87 1.62 -2.30
S 0.50 1.15 -2.40
O -0.03 1.29 -3.74
O -0.37 1.84 -1.38
O 0.46 -0.32 -1.95
O 0.25 -2.40 -0.32
C -0.94 -3.17 -0.42
C -2.18 -2.25 -0.87
O -3.15 -2.82 -1.33
O -2.03 -1.03 -0.66
C -0.77 -4.28 -1.43
C 0.20 -4.19 -2.43
C 0.37 -5.23 -3.34
C -0.43 -6.36 -3.27
C -1.41 -6.44 -2.30
C -1.58 -5.41 -1.39
C -1.22 -3.76 0.95
C -2.51 -3.94 1.44
C -2.71 -4.51 2.69
C -1.63 -4.93 3.45
C -0.35 -4.74 2.97
C -0.14 -4.15 1.74
H 0.38 -1.92 -1.16
H 0.83 -3.32 -2.51
H 1.13 -5.14 -4.10
H -0.28 -7.18 -3.96
H -2.05 -7.31 -2.24
H -2.35 -5.48 -0.63
H -3.35 -3.61 0.86
H -3.72 -4.62 3.07
H -1.80 -5.39 4.41
H 0.50 -5.03 3.58
H 0.86 -3.99 1.38
*
```



> Which of these has the highest energy?

C4H12NO



> Look up the maximum force of the second one.

0.912 eV/Å



> The highest energy belongs to which entry?

C4H12NO



> Which formula does entry 4 have?

C4H12NO